87
Properties=species:S:1:pos:R:3:forces:R:3:mulliken_charge:R:1 method="wB97M-V/def2-TZVPD" homo_ev=-3.64 total_charge=0 total_energy_ev=-56381.241 lumo_energy_ev=-0.718 gap_ev=2.9
C 0.88836 3.46061 -4.13492 0.587 0.210 1.223 -1.30
C 0.64757 3.36580 -2.58707 -0.503 0.610 -0.707 -0.75
C -0.52876 2.44256 -2.17575 1.149 0.708 0.376 -1.29
C -0.14427 0.99961 -1.64131 -0.678 -0.325 -1.559 1.23
C -0.80595 0.07727 -2.71603 -0.843 -0.263 0.831 -1.69
C -0.81274 0.75297 -0.25263 -0.712 0.089 -0.639 -0.02
C -1.53346 -0.59983 -0.08712 -0.390 -0.281 0.495 -2.25
C -3.06732 -0.49483 -0.30207 0.123 -0.942 0.653 -0.31
C -3.72195 -1.60601 0.53160 0.201 -0.571 -0.444 -1.02
O -3.32914 -2.86810 -0.00447 -0.010 0.027 0.037 -0.31
C -4.41690 -3.58623 -0.54331 -0.379 -0.235 -0.487 -0.78
N 0.07059 1.14080 0.91250 0.580 0.463 -0.740 1.31
C 0.59208 2.55528 0.78539 -0.396 1.720 -0.299 -1.02
C -0.46397 3.68252 0.91122 0.616 0.487 -0.041 -0.86
C -0.29777 4.57086 2.16701 -0.676 -0.015 -0.044 -0.98
O -1.38334 4.36587 3.11244 0.531 -0.203 -0.582 -0.32
C -2.41782 5.21765 2.80411 -1.381 -2.296 -1.016 0.67
C -3.60139 4.62825 2.03640 0.639 -0.668 0.308 -0.92
O -2.44458 6.33504 3.11980 0.593 3.030 1.035 -0.48
C -0.72638 1.12377 2.14916 -0.678 -1.083 2.224 -1.77
O -0.01443 1.68503 3.21677 0.233 0.034 -0.698 -0.19
C -0.40008 1.10049 4.45320 0.160 0.348 0.704 -0.73
C 1.29744 0.26721 0.90297 0.634 -1.343 1.220 -1.22
C 1.13919 -1.09439 1.61259 -0.535 -0.128 -0.218 -1.75
C 2.02026 0.21179 -0.47717 2.742 0.853 0.097 0.86
N 3.16326 1.19196 -0.30402 -0.221 0.332 0.383 -0.56
C 2.77629 -1.13268 -0.68558 -0.745 -0.725 -0.557 -1.38
C 1.89976 -2.30108 -1.18728 -0.426 0.076 0.471 -0.70
O 1.90780 -3.40943 -0.29767 0.318 0.499 -0.195 -0.29
C 2.67970 -4.47479 -0.76938 1.665 -0.321 2.787 0.66
C 3.75313 -4.95047 0.19396 -1.572 0.431 0.710 -0.81
O 2.50104 -4.98437 -1.79776 -0.864 -0.370 -2.954 -0.48
N 1.30622 0.71324 -1.65050 -0.694 -0.932 0.313 1.09
S 2.03775 0.41498 -3.14766 0.293 0.510 -0.237 -0.23
H 1.89149 3.08760 -4.33606 -0.235 -0.249 -0.416 0.32
H 0.91017 4.51585 -4.40711 -0.250 -0.093 -0.265 0.39
H 0.12309 2.91949 -4.68583 0.158 0.035 -0.200 0.25
H 0.36877 4.38089 -2.28144 0.048 -0.115 0.166 0.49
H 1.59461 3.15354 -2.08669 -0.183 -0.242 0.076 0.31
H -1.13525 3.00017 -1.45600 0.104 -0.309 0.137 -0.15
H -1.16727 2.37604 -3.05565 -0.055 -0.322 0.099 0.83
H -0.45122 -0.95220 -2.65455 0.094 0.088 -0.171 0.59
H -0.69840 0.48471 -3.71540 0.437 -0.106 0.020 0.35
H -1.88806 0.02410 -2.56290 0.089 0.165 0.049 0.51
H -1.61651 1.48938 -0.21777 0.097 0.030 0.056 0.91
H -1.12137 -1.40693 -0.68845 0.031 0.224 -0.244 0.19
H -1.45460 -1.02854 0.91382 0.339 0.431 0.079 0.74
H -3.46441 0.46268 0.05103 0.090 0.081 -0.257 0.50
H -3.35742 -0.70704 -1.33190 -0.002 0.439 -0.040 0.26
H -4.81378 -1.55141 0.50926 0.060 0.285 0.208 0.53
H -3.34718 -1.60108 1.56216 -0.287 0.286 0.050 0.30
H -5.12039 -3.93639 0.22241 0.078 0.231 0.055 0.31
H -4.95318 -2.97692 -1.28547 -0.065 -0.023 0.165 0.33
H -4.07269 -4.47271 -1.07572 0.374 0.112 0.159 0.26
H 1.33056 2.75683 1.55627 -0.070 -0.645 0.194 1.01
H 1.14648 2.71145 -0.13638 -0.185 -0.766 -0.118 0.82
H -0.29650 4.36544 0.07243 0.014 -0.239 -0.103 0.31
H -1.49916 3.36257 0.80296 0.047 -0.093 0.145 0.05
H 0.66044 4.41205 2.65951 -0.200 -0.196 0.203 0.37
H -0.33777 5.62341 1.87629 0.147 -0.048 -0.004 0.39
H -3.46341 4.72963 0.95602 0.164 0.072 0.098 0.22
H -4.49360 5.18168 2.31041 -0.058 -0.122 0.048 0.38
H -3.67135 3.56162 2.26902 -0.306 0.125 -0.071 0.31
H -0.99106 0.12191 2.49370 0.245 -0.268 -0.824 1.29
H -1.70764 1.59752 2.02973 0.336 0.483 -0.551 0.27
H 0.00209 1.73509 5.24246 -0.024 0.069 -0.137 0.28
H 0.03809 0.10756 4.60311 -0.198 -0.044 -0.296 0.31
H -1.48799 1.08371 4.57632 0.081 -0.098 -0.118 0.34
H 1.99301 0.75130 1.58695 -0.102 0.464 -0.281 0.72
H 0.59532 -1.83925 1.03563 -0.047 0.000 0.194 0.32
H 2.11147 -1.53084 1.82328 0.120 0.166 -0.260 0.58
H 0.70636 -0.98201 2.60787 -0.199 0.090 -0.171 0.08
H 3.79893 1.10608 -1.09384 -0.244 0.037 -0.123 0.40
H 3.72755 0.90271 0.49362 -0.063 0.019 -0.042 0.34
H 3.57048 -1.00422 -1.42017 -0.184 0.470 -0.092 0.39
H 3.34087 -1.40186 0.20628 -0.366 -0.072 0.175 0.65
H 0.85649 -1.96886 -1.25143 0.103 0.012 -0.179 0.00
H 2.22117 -2.60233 -2.18546 -0.118 -0.192 0.052 0.62
H 3.74911 -4.29574 1.07120 0.336 -0.017 -0.120 0.25
H 3.42148 -5.95330 0.54802 0.687 -0.199 -0.370 0.21
H 4.71438 -4.96956 -0.30902 -0.019 -0.297 0.029 0.29
H 1.69269 -0.85204 -3.51851 -0.109 0.189 0.469 0.08
C 2.71598 -8.54851 -0.46974 -0.373 -0.115 -0.418 -0.37
O 3.56781 -8.32077 0.54392 0.006 0.481 0.141 -0.86
H 1.65203 -8.78322 -0.18978 -0.045 -0.010 0.245 0.15
H 2.57494 -7.71354 -1.20780 0.130 0.184 0.030 -0.07
H 2.96422 -9.40709 -1.14809 0.212 -0.111 0.079 0.22

88
Properties=species:S:1:pos:R:3:forces:R:3:mulliken_charge:R:1 method="wB97M-V/def2-TZVPD" homo_ev=-9.50 total_charge=0 total_energy_ev=-61539.567 e_above_lowest_kcal_mol=0.0 lumo_energy_ev=-1.432 gap_ev=8.1
C 3.89479 -3.96744 1.68130 -0.472 0.424 -0.084 -0.88
C 3.21130 -4.55803 0.44365 0.344 -0.390 0.097 -0.28
C 4.07855 -4.57284 -0.82195 -0.293 0.325 -0.042 -1.01
C 4.92502 -3.32432 -1.07901 -0.216 -0.210 0.029 -0.93
C 4.19499 -1.98110 -0.93565 0.246 0.190 0.031 0.38
C 4.71986 -0.92093 -1.91978 0.250 -0.106 0.196 -1.24
C 5.04765 0.43666 -1.30023 -0.422 0.035 -0.351 -0.67
C 3.93415 1.12571 -0.49935 0.087 0.359 0.255 -0.25
C 4.43786 1.83012 0.78223 -0.230 -0.208 -0.068 -0.98
C 3.74039 1.32774 2.05632 0.215 0.697 -0.459 -0.34
C 2.31897 1.88777 2.07925 -0.110 -0.592 0.270 -0.81
C 1.37332 1.28888 3.14749 -0.154 0.553 -0.572 -0.68
C 0.10836 0.71725 2.49820 -0.022 0.038 0.353 -0.37
C -0.73038 -0.10635 3.48392 0.325 -0.006 -0.650 -1.21
N -1.37997 -1.29272 2.86418 0.430 0.025 0.303 0.15
P -0.54317 -2.77396 2.87611 -0.084 -0.367 0.056 0.48
O -1.46055 -3.92826 2.80492 -0.129 -0.017 -0.282 -0.75
C -2.59467 -1.20372 2.30678 -0.496 -0.200 -0.066 0.65
N -3.32781 -0.08365 2.18115 0.200 0.077 0.294 -0.38
C -4.50010 -0.47301 1.71185 -0.256 -0.469 -0.238 0.30
C -5.73833 0.33364 1.53881 0.387 -0.065 0.202 -0.46
C -5.50959 1.81892 1.25827 -0.229 0.043 0.347 -0.55
C -6.65135 2.47574 0.47944 0.240 0.416 -0.453 -0.93
C -7.30824 1.71387 -0.66518 -0.061 -0.424 0.281 -1.14
C -6.45055 1.21001 -1.81675 -0.328 0.339 -0.492 -0.44
C -5.80195 2.31498 -2.65772 0.792 -0.542 0.083 -0.51
C -4.62280 1.76112 -3.48788 -0.387 -0.070 0.754 -1.02
C -3.31466 1.70821 -2.69976 0.061 -0.446 -0.784 0.21
C -2.18495 1.06132 -3.54412 -0.425 0.471 0.397 -1.26
N -4.50634 -1.79843 1.48444 0.136 1.051 0.112 -0.34
N -3.28444 -2.26809 1.86056 -0.485 -0.196 -0.321 -0.02
H 4.97437 -4.06614 1.63764 0.140 -0.191 0.075 0.37
H 3.52538 -4.42178 2.60015 0.086 -0.123 0.053 0.37
H 3.68789 -2.89876 1.76003 0.101 0.065 -0.009 -0.05
H 2.96283 -5.59607 0.66976 -0.173 -0.067 -0.065 0.44
H 2.26604 -4.06376 0.22072 -0.080 0.201 0.166 0.21
H 3.41254 -4.68747 -1.67861 -0.075 -0.178 -0.071 0.35
H 4.70770 -5.46049 -0.79328 0.213 -0.024 -0.066 0.33
H 5.79487 -3.34287 -0.42267 0.121 0.143 0.023 0.27
H 5.31469 -3.39839 -2.09289 0.075 -0.061 -0.090 0.55
H 4.36633 -1.60254 0.07286 -0.085 0.017 0.152 -0.10
H 3.11343 -2.09850 -1.03201 -0.090 -0.120 -0.077 0.35
H 5.65570 -1.30537 -2.32530 0.080 0.106 -0.166 0.56
H 4.05981 -0.81015 -2.77869 -0.202 0.017 -0.016 0.30
H 5.95980 0.34334 -0.71360 0.016 -0.044 0.199 0.47
H 5.27873 1.11792 -2.10882 0.466 0.088 -0.143 -0.06
H 3.48349 1.88316 -1.13851 -0.135 -0.042 -0.127 0.45
H 3.12091 0.44903 -0.22346 0.019 -0.293 -0.021 0.07
H 5.51661 1.71269 0.84284 0.094 -0.022 0.147 0.49
H 4.25014 2.90150 0.72256 0.116 0.135 -0.089 0.40
H 4.28730 1.72706 2.91073 0.020 -0.284 0.268 0.37
H 3.76397 0.23647 2.06865 -0.102 -0.119 0.181 0.01
H 2.38240 2.96333 2.21924 0.009 0.149 -0.126 0.39
H 1.87615 1.70782 1.10003 -0.053 0.145 -0.152 0.40
H 1.88769 0.53599 3.74276 0.045 -0.103 0.098 0.55
H 1.05654 2.10669 3.79331 0.080 -0.156 0.437 0.22
H 0.38909 0.11003 1.63716 -0.018 -0.145 -0.056 0.44
H -0.49139 1.54941 2.13717 -0.062 0.004 -0.291 0.29
H -1.50930 0.47925 3.95697 -0.022 0.055 0.193 0.35
H -0.04496 -0.50287 4.22846 -0.157 -0.059 0.331 0.46
H 0.35211 -2.65116 1.81196 0.208 -0.028 -0.021 0.10
H 0.21876 -2.71753 4.04749 0.063 0.287 -0.044 0.12
H -6.24933 0.20472 2.49540 -0.317 0.062 -0.026 0.30
H -6.35201 -0.13469 0.77270 -0.027 -0.069 -0.062 0.28
H -4.53061 1.99081 0.81833 -0.004 -0.132 -0.362 0.41
H -5.48213 2.33608 2.21554 0.266 0.011 0.103 0.42
H -6.26124 3.41322 0.08037 0.020 0.107 0.073 0.37
H -7.43757 2.76973 1.17196 -0.109 -0.053 0.121 0.40
H -7.84392 0.85520 -0.24826 -0.165 0.009 -0.016 0.38
H -8.07825 2.36268 -1.08011 -0.116 0.060 -0.033 0.45
H -7.13734 0.68094 -2.48054 0.076 -0.257 -0.040 0.34
H -5.70256 0.47309 -1.51739 0.153 0.042 0.261 0.33
H -6.53202 2.74155 -3.33893 -0.205 0.263 0.167 0.35
H -5.40631 3.07684 -1.98489 -0.125 0.340 -0.132 0.30
H -4.48755 2.34124 -4.39648 0.059 0.004 -0.143 0.48
H -4.88551 0.73349 -3.75041 0.038 -0.023 -0.419 0.35
H -3.47261 1.09134 -1.81469 -0.001 0.217 0.320 -0.19
H -3.03726 2.71748 -2.40580 0.030 0.062 0.211 0.33
H -1.29758 1.68699 -3.51051 0.204 -0.183 -0.067 0.33
H -2.50605 0.97215 -4.57773 0.091 0.000 -0.175 0.33
H -1.95162 0.06548 -3.18102 0.170 -0.104 -0.014 0.35
H -5.27437 -2.35981 1.16135 0.137 -0.344 -0.056 0.24
H -3.04890 -3.25563 1.84498 0.345 -0.015 0.298 0.28
F 8.28719 4.18574 -4.17273 -0.003 0.010 0.024 -0.41
Al 7.06718 3.06440 -3.86023 0.003 -0.004 -0.017 0.64
F 6.27222 3.45244 -2.40726 -0.050 -0.049 0.024 -0.40
F 7.72222 1.50968 -3.70386 -0.049 -0.028 0.049 -0.41
F 5.93096 3.06587 -5.11392 -0.036 -0.013 0.022 -0.42